Entry 1:
This record from the Open Molecules 2025 dataset describes C19H33Cl2GaN4O4 as an isolated structure. The level of theory is ωB97M-V with the def2-TZVPD basis set.

## Properties
Total charge: 0
Kohn-Sham gap, eV: 8.216
2S+1: 1
DFT total energy, eV: -111814.1777

Last column: Mulliken charge in e.
CARTESIAN COORDINATES (ANGSTROEM)
1 O -0.53879 0.71689 0.12072  -0.172
2 C -0.36044 1.89201 -0.54307  0.247
3 C -1.57732 2.25415 -1.42117  -0.791
4 C -2.44964 1.27771 -1.89747  0.508
5 H -2.24212 0.22913 -1.66363  0.242
6 C -3.55557 1.64456 -2.67238  -0.992
7 H -4.25410 0.86960 -2.98751  0.414
8 C -3.73942 2.98028 -3.03700  -0.396
9 H -4.58621 3.26197 -3.66211  0.379
10 C -2.83571 3.95578 -2.59935  -0.721
11 H -2.95988 4.99773 -2.89226  0.384
12 C -1.77145 3.59564 -1.77332  -0.190
13 H -1.05428 4.33684 -1.40551  0.382
14 H -0.26002 2.71673 0.18491  0.295
15 C 2.22495 2.22658 -0.53803  -1.585
16 C 1.00532 1.88421 -1.33023  0.631
17 H 2.90525 2.82759 -1.16121  0.535
18 H 2.79235 1.33750 -0.22560  0.142
19 H 1.95025 2.79584 0.35915  0.334
20 C 0.99527 1.74895 -2.66551  0.128
21 C 2.19725 1.77230 -3.55187  -1.553
22 H 0.04355 1.63028 -3.18448  0.370
23 H 2.14069 2.63576 -4.23002  0.405
24 H 2.22855 0.87407 -4.18734  0.292
25 H 3.14765 1.83540 -3.00388  0.335
26 Ga 0.74178 -0.91726 -0.26537  0.743
27 Cl -0.90306 -1.84607 -1.45757  -0.551
28 Cl 2.40575 -0.98298 -1.67453  -0.485
29 H -5.07876 -0.28854 1.51352  0.340
30 H -4.46283 -2.72278 1.25585  0.377
31 C -4.20130 -0.09399 0.87934  -0.984
32 C -3.49596 -2.46717 0.80492  -0.895
33 N -3.17594 -1.08976 1.12287  0.368
34 H -3.79305 0.89412 1.11742  0.301
35 C -1.99968 -0.75065 1.68391  -0.155
36 O -1.01731 -1.50545 1.78028  -0.645
37 H -2.71142 -3.11850 1.20157  0.190
38 H -1.98785 0.29263 2.05350  0.416
39 H -4.51571 -0.11411 -0.17255  0.315
40 H -3.57580 -2.59415 -0.28374  0.279
41 H 3.74442 -0.45781 4.04620  0.327
42 H 1.79862 0.67976 5.46753  0.326
43 C 3.49748 0.32658 3.31801  -0.941
44 C 1.59010 1.29184 4.57988  -0.935
45 N 2.07065 0.62693 3.37399  0.309
46 H 3.76931 0.00303 2.31105  0.241
47 C 1.24904 0.24325 2.40152  0.951
48 O 1.69082 -0.32925 1.35550  -0.437
49 H 0.51438 1.45919 4.49172  0.282
50 H 0.18148 0.44399 2.55349  -0.228
51 H 4.05218 1.22795 3.60097  0.346
52 H 2.10444 2.25395 4.70382  0.319
53 C 3.65895 -4.01550 -0.32024  -0.626
54 N 2.34168 -4.59622 -0.26054  -0.188
55 C 1.22529 -3.93588 0.13612  0.483
56 N 0.07242 -4.65521 0.05704  -0.371
57 O 1.25387 -2.76082 0.61245  -0.413
58 H 3.57356 -2.92493 -0.37733  0.143
59 H 4.16754 -4.38015 -1.21995  0.312
60 H 4.25618 -4.30742 0.55491  0.255
61 H 2.21684 -5.55136 -0.57313  0.179
62 H -0.78936 -4.12116 0.06697  0.237
63 H 0.08512 -5.51360 -0.47122  0.191

***

Entry 2:
This record from the Open Molecules 2025 dataset describes one molecule with the formula C6H12N2O. The level of theory is ωB97M-V with the def2-TZVPD basis set.

## Properties
Total charge: 0
Kohn-Sham gap, eV: 10.526
2S+1: 1
ΔE to the lowest compared entry with this formula, charge and spin, kcal/mol: 79.2
SMILES: CC(C)(C)[C@H]1N=NCO1
DFT total energy, eV: -11441.2357

Last column: Mulliken charge in e.
CARTESIAN COORDINATES (ANGSTROEM)
1 C -1.57186 -1.12511 -0.57418  -1.525
2 C -0.70424 0.14626 -0.14643  1.500
3 C -0.34329 1.04285 -1.35762  -1.650
4 C -1.50801 0.68105 1.03558  -1.807
5 C 0.58331 -0.39799 0.41048  0.131
6 N 1.30176 -1.18540 -0.55762  0.029
7 N 2.50726 -0.98503 -0.48649  -0.584
8 C 2.80230 0.04452 0.46076  -0.173
9 O 1.52156 0.55553 0.89856  -0.387
10 H -2.51088 -0.89012 -1.03173  0.448
11 H -2.01226 -1.73274 0.28379  0.372
12 H -0.94145 -1.95301 -1.10082  0.330
13 H -1.28470 1.58783 -1.63453  0.379
14 H 0.42255 1.64160 -0.97436  0.464
15 H -0.25304 0.34882 -2.19739  0.393
16 H -2.37241 1.11949 0.65188  0.491
17 H -0.84985 1.52100 1.61596  0.240
18 H -1.59334 -0.03948 1.79509  0.497
19 H 0.26579 -1.15763 1.39902  0.282
20 H 3.24525 -0.20914 1.39112  0.319
21 H 3.29556 0.98670 0.11894  0.250

***

Entry 3:
This record from the Open Molecules 2025 dataset describes C10H19N2O4PS as an isolated structure. The level of theory is ωB97M-V with the def2-TZVPD basis set.

## Properties
Total charge: 0
Kohn-Sham gap, eV: 10.227
2S+1: 1
ΔE to the lowest compared entry with this formula, charge and spin, kcal/mol: 40.1
DFT total energy, eV: -41971.9719

Last column: Mulliken charge in e.
CARTESIAN COORDINATES (ANGSTROEM)
1 O 1.69139 -2.89473 -0.93639  -0.707
2 N -1.25688 -0.50667 3.02433  -0.357
3 N -2.35899 0.21277 3.43072  -0.405
4 O -1.56096 1.22032 1.58406  -0.266
5 O 3.14656 -1.14059 0.05789  -0.241
6 O 2.34825 -1.08809 -2.53915  -0.318
7 S 0.44983 -0.18854 -0.52000  -0.222
8 C -0.87093 0.05509 1.90727  -0.001
9 C -2.49508 1.21307 2.57789  0.445
10 C 0.38431 -0.44628 1.22923  0.006
11 C 5.49393 -1.20915 0.21968  -1.155
12 C 0.85682 0.00632 -4.01499  -0.861
13 C -5.05873 1.62481 0.69771  -1.027
14 C 4.24750 -1.95136 -0.31091  -0.386
15 C 1.33448 -1.34030 -3.48814  -0.545
16 C -3.70706 2.19187 2.80828  -0.514
17 C -4.34346 2.72778 1.50779  -0.432
18 P 1.94683 -1.48094 -0.98603  1.023
19 H 1.39885 -0.07282 1.74740  0.319
20 H 0.28100 -1.58082 1.35006  0.274
21 H 5.19297 -1.02142 1.29409  0.282
22 H 6.37167 -1.84248 0.29385  0.379
23 H 5.73155 -0.24090 -0.22805  0.274
24 H 0.85850 0.88206 -3.24109  0.211
25 H 1.48503 0.33037 -4.90503  0.318
26 H -0.24013 -0.06649 -4.28655  0.275
27 H -5.40296 2.06467 -0.30666  0.286
28 H -4.30039 0.86276 0.54642  0.270
29 H -5.89981 1.07698 1.11871  0.323
30 H 4.35851 -2.13260 -1.38965  0.352
31 H 3.97780 -2.90259 0.02594  0.425
32 H 0.71208 -2.11105 -3.11230  0.497
33 H 1.76083 -1.77301 -4.40915  0.276
34 H -3.52218 3.10910 3.44657  0.262
35 H -4.43738 1.66677 3.25495  0.354
36 H -5.00127 3.59746 1.73389  0.354
37 H -3.57247 3.14866 0.81735  0.235

***

Entry 4:
This record from the Open Molecules 2025 dataset describes C16H21BrNOS2V as an isolated structure. The level of theory is ωB97M-V with the def2-TZVPD basis set.

## Properties
Total charge: +1
Kohn-Sham gap (spin up / spin down), eV: 7.112 / 7.065
Expectation value of S²: 3.775
2S+1: 4
ΔE to the lowest compared entry with this formula, charge and spin, kcal/mol: 9.1
DFT total energy, eV: -137864.4940

Last column: Mulliken spin population.
CARTESIAN COORDINATES (ANGSTROEM)
1 V -0.53640 0.61974 -0.24039  2.785
2 C -2.41803 -3.21558 3.15988  -0.002
3 C -2.65617 -2.20261 2.09226  -0.004
4 C -3.93586 -1.97757 1.58052  0.055
5 C -4.14047 -0.97606 0.63971  -0.051
6 C -3.04966 -0.22362 0.27213  0.093
7 Br -3.12942 1.30350 -0.87000  0.010
8 N -1.80405 -0.44429 0.70017  0.019
9 C -1.61704 -1.43009 1.59053  0.075
10 H -3.29833 -3.83697 3.30378  0.000
11 H -2.20431 -2.71159 4.10196  -0.001
12 H -1.56790 -3.84765 2.91526  -0.001
13 H -4.77514 -2.56056 1.92203  0.004
14 H -5.11394 -0.78859 0.21631  0.000
15 H -0.59212 -1.58961 1.90591  -0.005
16 S -0.01468 1.21194 -2.29535  -0.068
17 C 0.40255 -0.23069 -3.22835  0.028
18 C 1.55879 -0.93944 -2.91861  -0.008
19 C 1.93539 -2.01162 -3.70716  0.007
20 C 1.17007 -2.38379 -4.80245  -0.006
21 C 0.00077 -1.69555 -5.08789  0.006
22 C -0.38398 -0.61604 -4.30995  -0.012
23 H 2.16215 -0.63005 -2.07347  -0.008
24 H 2.83106 -2.56324 -3.46520  0.001
25 H 1.48677 -3.20008 -5.43531  0.000
26 H -0.61909 -1.99880 -5.91647  0.000
27 H -1.28209 -0.06123 -4.53856  -0.002
28 C 4.04321 1.26363 0.49493  -0.001
29 C 3.14315 2.01438 1.45949  0.026
30 S 1.44623 2.09701 0.75932  -0.011
31 O 1.08109 0.62640 0.68456  0.032
32 C 0.52346 2.69535 2.24458  0.053
33 C 0.37779 4.20228 2.18646  -0.005
34 H 5.03256 1.14317 0.93261  0.001
35 H 4.15290 1.80349 -0.44396  0.001
36 H 3.63130 0.27507 0.29630  0.001
37 H 3.47900 3.03951 1.59988  -0.001
38 H 3.08165 1.49956 2.41715  0.000
39 H 1.04145 2.37930 3.14803  0.003
40 H -0.45573 2.20458 2.18584  -0.020
41 H 1.34681 4.68896 2.23546  0.001
42 H -0.21969 4.55910 3.02253  0.001
43 H -0.11404 4.50836 1.26552  0.002

***

Strongest force on any atom / eV Å⁻¹: 2.42; 5.45; 4.87; 3.28